C10H15N5 | ωB97M-V/def2-TZVPD

```
30
Properties=species:S:1:pos:R:3:forces:R:3
C -2.0997 -1.3760 3.9927 -0.89 -0.85 -0.24
C -2.6645 -2.4638 3.1831 -1.06 -1.84 -2.11
N -3.1261 -3.3141 2.5184 1.13 2.00 1.62
H -2.3965 -1.6859 4.9947 0.68 0.44 0.38
H -2.6289 -0.4525 3.7579 0.21 0.16 -0.07
H -1.0323 -1.2937 3.7879 -0.03 0.15 0.41
C 0.5272 -0.9647 -5.7894 -1.64 2.08 -1.78
C 1.7433 -1.4848 -5.3157 2.65 -1.95 1.92
N 2.7392 -1.9020 -4.8775 -1.69 0.80 -0.96
H 0.8054 -0.0346 -6.2848 0.09 0.43 -0.01
H -0.2458 -0.6509 -5.0879 0.41 -0.61 0.52
H 0.0468 -1.4638 -6.6310 0.21 -0.77 0.32
C 1.7073 1.4254 -1.0143 -0.69 -0.86 0.31
C 2.8911 1.9671 -0.4297 3.88 1.51 1.39
N 3.8769 2.3980 0.0454 -2.71 -1.12 -1.28
H 1.8633 0.9838 -1.9986 0.00 0.59 -0.19
H 0.9208 2.1734 -0.9143 -0.15 -0.24 -0.44
H 1.4307 0.5718 -0.3956 -0.28 0.10 0.17
C -0.9899 -1.5430 -0.0168 -0.03 0.78 -1.50
C -0.7914 -1.4468 -1.4823 1.08 0.10 -7.05
N -0.5903 -1.3242 -2.6845 -1.28 -0.68 7.40
H -1.8620 -2.1370 0.2564 0.29 -0.21 -0.06
H -1.2094 -0.4949 0.1863 0.21 0.02 0.92
H -0.0409 -1.8704 0.4078 -0.29 0.05 0.35
C 0.2436 3.0660 3.6936 0.13 -1.61 -0.77
C -0.0273 2.1364 2.5073 0.29 0.26 -0.17
N -0.1625 1.4714 1.5610 0.11 1.01 1.48
H -0.6819 3.2247 4.2470 -0.01 0.38 -0.23
H 0.8341 3.9368 3.4086 -0.54 0.31 -0.39
H 0.9196 2.5484 4.3743 -0.06 -0.43 0.05
```
Positions in Å, forces in eV/Å.

Results
* spin multiplicity: 2
* E_tot: -663.71910 Ha
* highest occupied orbital energy (spin up / spin down): 0.43 / -8.83 eV
* total charge: -1
* E_LUMO (spin up / spin down): 2.632 / 2.596 eV
* ⟨S²⟩: 0.750
* energy relative to the best compared isomer or geometry (same formula, charge and spin): 10.11 kcal/mol